This record from the Open Molecules 2025 dataset describes a 5-piece molecular cluster, C18H48N2O7 overall in a non-equilibrium geometry. The level of theory is ωB97M-V/def2-TZVPD.

```
75
Properties=species:S:1:pos:R:3:forces:R:3
C 1.79857 1.75538 3.27975 -0.59 0.52 0.74
O 2.01039 0.41282 3.66644 -0.48 -0.36 -0.01
C 1.37190 -0.62596 2.91318 0.19 -0.44 0.17
C 2.27839 -1.09844 1.77977 0.85 0.01 0.30
N 3.62296 -1.36689 2.35288 -0.03 -0.15 -0.81
C 4.67792 -1.84296 1.38228 -0.95 -0.62 2.42
C 5.02135 -0.89558 0.31909 0.76 0.94 -0.67
O 5.59640 0.28501 0.88593 0.44 -0.24 -0.95
C 5.83359 1.25809 -0.15141 0.70 -0.87 1.26
H 2.34503 2.03358 2.35491 -0.56 -0.19 0.23
H 2.21755 2.37163 4.11068 -0.17 -0.43 -0.63
H 0.68985 2.01229 3.26606 1.19 -0.32 -0.45
H 0.37428 -0.38105 2.56537 -0.12 0.75 -0.34
H 1.13409 -1.46306 3.58308 0.70 0.21 0.23
H 2.27798 -0.33378 0.98231 0.03 -0.12 0.05
H 1.90377 -2.03833 1.34009 -0.02 0.33 0.16
H 3.92635 -0.55614 2.91547 -0.08 -0.66 -0.72
H 4.37321 -2.80365 0.92647 -0.14 0.39 0.26
H 5.53771 -2.07078 2.03066 -0.02 0.08 -0.39
H 4.09139 -0.57756 -0.13860 -0.24 -0.10 -0.75
H 5.70497 -1.38462 -0.43621 -0.54 0.61 0.54
H 6.38865 2.06872 0.35124 -0.51 -0.13 -0.60
H 4.88881 1.52550 -0.57309 -0.66 0.73 -0.18
H 6.41331 0.83410 -0.97993 0.27 -0.02 0.21
C -9.06011 -2.36895 -0.65655 -0.31 -0.60 -0.05
O -7.94866 -2.89929 0.01831 0.24 1.70 0.11
C -7.72855 -4.22973 -0.19367 0.28 -2.27 1.28
C -6.46693 -4.63786 0.58011 -0.14 0.04 -1.43
N -5.45289 -3.79148 0.06998 2.59 -0.17 -0.41
C -4.16371 -3.94957 0.73634 0.18 -1.34 1.36
C -3.03556 -3.37955 -0.08392 -0.22 0.73 0.67
O -1.71553 -3.51203 0.46144 -1.61 -0.38 -0.08
C -0.78469 -3.13208 -0.51351 -0.04 0.40 0.01
H -9.07494 -2.73429 -1.67881 0.08 0.07 -0.46
H -8.98761 -1.27804 -0.66966 -0.18 -0.27 0.25
H -9.98705 -2.76156 -0.20239 0.10 0.52 0.05
H -7.57258 -4.52643 -1.22678 -0.03 0.35 -0.49
H -8.55393 -4.82130 0.20040 -0.47 -0.19 -0.03
H -6.12221 -5.63894 0.30302 -0.64 -0.26 0.17
H -6.53887 -4.58422 1.64865 -0.55 0.07 0.89
H -5.71230 -2.84021 0.03009 -0.49 1.04 0.13
H -3.99849 -5.04382 0.93257 -0.09 0.78 -0.38
H -4.14941 -3.50209 1.74552 -0.05 0.05 -0.08
H -3.26166 -2.30445 -0.11431 0.17 0.08 -0.62
H -3.15035 -3.83608 -1.05301 0.42 -0.01 -0.70
H -1.01910 -2.13543 -0.93744 0.06 -0.43 0.00
H -0.72068 -3.89091 -1.29791 0.06 0.13 -0.17
H 0.14626 -3.05423 0.01444 0.67 -0.01 0.00
C -1.22870 0.79667 0.18594 0.05 2.92 -2.15
C -0.40926 1.75892 -0.79715 0.25 -1.81 0.69
O 0.49089 0.91205 -1.54954 0.23 1.07 -0.17
H -0.55207 0.27471 0.80659 0.63 -0.49 0.68
H -1.83880 0.12069 -0.39894 -0.19 -0.12 0.04
H -1.83283 1.53757 0.73292 -0.13 -0.77 0.25
H 0.13363 2.47475 -0.14088 -0.11 -0.22 -0.53
H -1.02854 2.29489 -1.52423 -0.28 0.03 0.44
H 0.91626 1.45281 -2.25701 -0.37 -0.55 0.56
C 3.61201 5.53019 1.06185 0.27 -1.59 -0.07
C 3.56192 4.10492 0.50714 0.07 -0.79 0.17
O 4.13758 4.05511 -0.80991 -0.36 -0.18 0.04
H 2.84697 6.07653 0.54275 -0.01 0.89 0.05
H 4.62706 5.93297 1.02415 -0.25 0.15 -0.51
H 3.42147 5.40438 2.11988 -0.53 0.38 0.32
H 2.51005 3.70854 0.45609 0.79 0.50 0.20
H 4.12118 3.45003 1.22902 -0.29 0.22 -0.80
H 3.73147 3.33732 -1.33053 0.23 0.45 0.52
C 1.46753 4.62002 -3.38666 -0.21 0.09 -0.66
C 1.33432 3.65248 -4.55613 0.37 -1.67 0.72
O 1.85906 2.31834 -4.12409 -0.62 1.59 0.22
H 1.19843 5.60372 -3.81222 -0.14 -0.24 0.56
H 2.50935 4.70960 -3.05631 -0.26 -0.21 0.04
H 0.80089 4.34156 -2.54167 0.45 0.28 -0.55
H 1.88422 3.96541 -5.43167 0.45 0.27 -0.10
H 0.30123 3.52823 -4.89549 -0.05 0.02 0.32
H 2.00578 1.77182 -4.89321 -0.04 -0.14 -0.32
```
Positions in Å, forces in eV/Å.

Values from the calculation:
LUMO level (eV): 0.5
SMILES: COCCNCCOC.COCCNCCOC.CCO.CCO.CCO
Total energy (Ha): -1350.6281
HOMO-LUMO gap (eV): 8.83
Energy above the lowest of the compared OMol25 structures with the same formula, charge and spin (eV): 3.077


This record from the Open Molecules 2025 dataset describes a 7-piece molecular cluster, C18H48N2O7 overall in a non-equilibrium geometry. The level of theory is ωB97M-V/def2-TZVPD.

```
75
Properties=species:S:1:pos:R:3:forces:R:3
C -4.12414 1.86391 -1.74778 -1.01 2.09 0.31
C -5.05754 0.88181 -0.98018 -0.99 -1.63 0.21
C -6.59894 1.27958 -1.13488 1.01 0.18 0.75
C -4.86788 -0.50977 -1.64873 -0.24 0.95 -0.11
C -5.21564 -1.76910 -0.84345 0.45 1.43 0.22
C -4.49689 -1.63288 0.53261 -0.22 -2.27 -0.75
C -4.74791 -0.39670 1.35065 -1.33 0.97 0.06
C -6.13419 -0.42579 2.02779 -0.75 -0.24 -1.81
C -3.83694 -0.22032 2.53253 3.43 -0.01 0.60
N -4.53689 0.74048 0.39175 0.53 -0.77 0.19
O -4.69587 1.90013 1.11207 -1.08 1.21 0.32
H -4.45951 2.18669 -2.73339 -0.43 -0.81 -0.35
H -4.21716 2.83812 -1.26781 -0.12 0.19 0.55
H -3.04128 1.78647 -1.84537 -0.01 -1.25 0.43
H -6.74634 1.62586 -2.15785 -0.19 0.22 0.14
H -7.32334 0.49133 -0.92994 0.50 -0.71 -0.27
H -6.92412 1.99726 -0.38169 0.43 0.66 -0.31
H -5.41564 -0.41883 -2.58670 0.18 -0.34 -0.25
H -3.80026 -0.39533 -1.83633 0.19 -1.25 -0.35
H -6.26865 -2.01151 -0.70023 -0.39 0.89 0.08
H -4.94284 -2.65069 -1.42351 0.82 -0.07 0.26
H -3.43161 -1.78626 0.36017 0.18 0.13 0.11
H -4.88097 -2.52711 1.02346 0.41 0.01 0.83
H -6.74244 -0.97268 1.30734 -0.78 0.16 0.16
H -6.50632 0.59425 2.12341 -0.02 -0.12 0.24
H -6.19519 -0.97798 2.96558 0.38 0.18 0.00
H -3.53158 -1.11802 3.07011 -0.55 -0.77 -0.44
H -3.96474 0.43999 3.39029 -1.46 0.47 -0.51
H -2.85742 0.14251 2.22109 0.32 0.02 -0.54
H -3.81725 2.28682 1.12203 0.56 0.36 0.29
C 4.35818 -3.17172 1.21848 -0.05 0.34 -1.32
C 4.91219 -1.87485 0.57599 -0.36 1.19 0.72
C 4.79758 -0.78825 1.68739 -1.10 0.70 -1.09
C 6.43856 -1.97984 0.30227 -0.37 -1.31 -1.44
C 6.92153 -0.86023 -0.54743 -0.51 1.44 -0.07
C 6.14559 -0.74491 -1.85232 -0.98 0.73 1.35
C 4.56817 -0.50468 -1.73654 0.73 -0.36 -0.35
C 4.11477 0.94120 -1.34585 1.41 -1.06 0.29
C 4.10937 -0.70800 -3.20971 -0.72 -0.69 0.70
N 4.09719 -1.53575 -0.74462 1.53 -1.23 -0.13
O 2.68043 -1.75824 -0.67334 0.84 1.33 0.63
H 4.11100 -3.84582 0.39837 0.01 -0.29 0.08
H 3.44282 -2.98282 1.77932 0.12 0.03 0.04
H 5.11146 -3.65735 1.83883 -0.03 0.19 0.09
H 5.26587 0.17032 1.46395 0.81 -0.27 -0.06
H 5.13121 -1.17342 2.65095 -0.17 0.10 -0.04
H 3.76898 -0.42759 1.68612 -0.44 -0.57 0.66
H 7.10501 -2.06637 1.16045 -0.71 0.01 0.58
H 6.61573 -2.88776 -0.27426 -0.06 -0.44 -0.05
H 7.98573 -0.89056 -0.78121 0.07 -0.25 0.15
H 6.75716 0.04798 0.03243 0.27 0.38 -0.04
H 6.30531 -1.70310 -2.34676 -0.12 0.31 -0.63
H 6.53876 0.14006 -2.35267 0.07 -0.33 -0.66
H 4.76818 1.15968 -0.50121 -0.49 0.59 0.37
H 4.34209 1.65630 -2.13646 -0.12 -0.03 -0.05
H 3.05338 0.94259 -1.09774 0.09 0.02 0.09
H 3.02025 -0.74693 -3.18977 -0.11 -0.35 -0.34
H 4.36424 0.09300 -3.90364 0.26 0.41 0.54
H 4.56484 -1.58884 -3.66224 -0.41 -0.33 0.19
H 2.48713 -2.60580 -1.08062 0.47 -0.20 -0.18
O -0.00631 -0.85575 1.30244 0.15 0.00 0.41
H -0.67955 -1.25321 0.75018 -0.24 -0.07 -0.09
H 0.32187 -0.11846 0.78771 0.09 0.15 -0.42
O -2.19713 2.93511 1.11510 -0.39 0.39 0.30
H -1.61488 2.23342 0.82381 0.52 -0.35 -0.02
H -2.23100 3.54150 0.37525 -0.08 0.19 -0.14
O 1.85153 3.60886 0.83820 0.09 -0.30 0.04
H 2.54982 3.50145 0.19237 0.54 0.06 -0.09
H 1.36181 4.37420 0.53710 -0.19 0.35 0.12
O -0.05716 2.13054 -0.53865 -0.40 -0.64 -0.41
H 0.83109 2.39217 -0.29617 0.27 0.19 0.46
H -0.42899 2.90541 -0.96001 -0.07 0.10 -0.25
O 0.35029 1.70678 3.06986 -0.08 0.15 0.14
H 0.36389 0.83742 2.66953 -0.17 -0.49 0.01
H 1.08176 2.17027 2.66200 0.19 0.28 -0.13
```
Positions in Å, forces in eV/Å.

Values from the calculation:
LUMO level (eV): -0.2
SMILES: CC1(C)CCCC(C)(C)N1O.CC1(C)CCCC(C)(C)N1O.O.O.O.O.O
Total energy (Ha): -1350.6349
HOMO-LUMO gap (eV): 7.54
Energy above the lowest of the compared OMol25 structures with the same formula, charge and spin (eV): 2.893